# 1
CH3Cl2OP as an isolated structure. Source: the Open Molecules 2025 dataset; level of theory: wB97M-V/def2-TZVPD.

Computed properties:
Orbital gap (eV): 10.13
Total charge: 0
HOMO (eV): -9.4
E_tot (eV): -37465.032

```
8
CH3Cl2OP | the Open Molecules 2025 dataset | wB97M-V/def2-TZVPD
C 0.2405 1.0232 -0.3361
O -0.5946 0.1832 0.3370
P -0.3103 -1.4874 0.1930
Cl 1.7953 1.2158 0.3568
Cl 0.4316 0.3991 -2.0036
H -0.3854 2.2612 -0.4583
H -1.6286 -1.9010 0.6382
H 0.4515 -1.6940 1.2730
```

---

# 2
The molecule C2H3BrN2O2. Source: the Open Molecules 2025 dataset; level of theory: wB97M-V/def2-TZVPD.

Computed properties:
Orbital gap (eV): 10.92
Total charge: 0
HOMO (eV): -10.7
E_tot (eV): -79235.856
SMILES string: C/C(Br)=N/[N+](=O)[O-]

```
10
C2H3BrN2O2 | the Open Molecules 2025 dataset | wB97M-V/def2-TZVPD
C -1.6420 0.4594 0.0653
C -0.1457 0.2519 -0.1007
Br 0.7141 1.9437 -0.0279
N 0.5127 -0.8423 -0.0293
N 1.8483 -1.0248 -0.1262
O 2.2912 -1.1255 0.9667
O 2.3996 -1.0728 -1.1509
H -1.7698 1.4815 0.4414
H -2.0044 -0.2675 0.8225
H -2.2040 0.1962 -0.8608
```

---

# 3
The molecule C5H9NO. Source: the Open Molecules 2025 dataset; level of theory: wB97M-V/def2-TZVPD.

Computed properties:
Orbital gap (eV): 11.30
Total charge: 0
HOMO (eV): -10.5
E_tot (eV): -8867.741
SMILES string: COC[C@@H](C)C#N

```
16
C5H9NO | the Open Molecules 2025 dataset | wB97M-V/def2-TZVPD
C -1.8805 -0.1829 1.6039
O -0.5372 -0.1903 1.1923
C -0.3880 0.5606 0.0208
C 1.0454 0.3744 -0.4834
C 1.4254 -1.1016 -0.6496
C 1.1931 1.1161 -1.7440
N 1.2814 1.7010 -2.7381
H -1.9852 -0.9087 2.4117
H -2.5353 -0.4633 0.7643
H -2.1844 0.8138 1.9572
H -0.5889 1.6283 0.2090
H -1.1178 0.2199 -0.7344
H 1.7210 0.8341 0.2478
H 2.4416 -1.1986 -1.0418
H 1.3707 -1.5979 0.3216
H 0.7385 -1.6050 -1.3374
```

---

Max |F|? In order: 0.0948 0.0971 0.0215 Eh/bohr.
Energy above the lowest of the compared OMol25 structures with the same formula, charge and spin? In order: 92.6 8.0 33.9 kcal/mol.